{"formula": "C18H22N8O5S2Yb", "method": "ωB97M-V/def2-TZVPD", "elements": ["Yb", "N", "C", "S", "N", "N", "C", "C", "C", "C", "C", "C", "N", "H", "H", "H", "H", "H", "H", "H", "N", "C", "O", "C", "C", "H", "H", "H", "H", "H", "H", "N", "C", "C", "O", "O", "H", "H", "H", "H", "C", "N", "C", "C", "C", "O", "N", "C", "O", "H", "H", "H", "H", "H", "S", "C"], "coordinates": [[0.507, -0.516, -0.261], [2.497, -4.839, 0.007], [1.742, -3.644, -0.042], [2.586, -2.267, -0.717], [0.527, -3.768, 0.363], [-0.251, -2.603, 0.353], [-1.528, -2.874, 0.387], [-2.620, -1.994, 0.571], [-3.917, -2.423, 0.207], [-4.984, -1.581, 0.112], [-4.774, -0.201, 0.404], [-3.555, 0.198, 0.864], [-2.504, -0.655, 1.032], [3.477, -4.643, 0.144], [2.125, -5.461, 0.711], [-1.808, -3.916, 0.242], [-4.014, -3.466, -0.075], [-5.950, -1.944, -0.214], [-5.554, 0.540, 0.288], [-3.355, 1.219, 1.149], [1.772, -0.339, 3.959], [0.862, -0.071, 2.855], [1.454, -0.243, 1.681], [0.111, 1.258, 2.989], [-1.181, 1.180, 2.140], [2.362, -1.102, 3.646], [1.246, -0.652, 4.767], [0.762, 2.069, 2.660], [-0.138, 1.411, 4.040], [-1.141, 1.912, 1.327], [-2.051, 1.452, 2.770], [-1.194, 1.441, -1.217], [-2.063, 0.932, -2.278], [-1.546, -0.393, -2.826], [-1.885, -0.723, -3.965], [-0.828, -1.053, -2.006], [-1.624, 2.189, -0.690], [-0.348, 1.836, -1.611], [-2.191, 1.620, -3.117], [-3.049, 0.727, -1.853], [3.798, 1.455, -3.373], [3.249, 2.090, -2.188], [3.875, 3.132, -1.558], [3.401, 3.644, -0.420], [2.148, 3.104, 0.151], [1.623, 3.654, 1.112], [1.637, 1.969, -0.438], [2.151, 1.502, -1.574], [1.652, 0.489, -2.127], [4.497, 2.151, -3.839], [3.000, 1.213, -4.069], [4.314, 0.527, -3.123], [4.767, 3.505, -2.046], [3.885, 4.472, 0.075], [-0.697, -1.277, 2.992], [-1.277, -0.239, 1.627]], "forces_ev_per_a": [[0.106, 1.177, -0.768], [-0.208, 0.088, 0.134], [1.061, 0.384, -0.557], [-0.086, -0.825, 0.168], [-0.895, 0.343, -0.143], [-0.524, -1.521, 0.644], [0.751, -0.418, 0.026], [-0.885, 0.694, -0.043], [0.807, -0.140, 0.087], [-0.384, 0.712, 0.053], [0.240, -0.625, -0.018], [-0.407, 0.565, -0.177], [2.207, -0.613, 0.473], [0.001, 0.060, -0.042], [-0.027, -0.066, 0.015], [-0.062, -0.040, 0.077], [0.017, 0.044, 0.001], [0.021, 0.041, -0.009], [-0.024, -0.037, 0.028], [-0.058, -0.022, -0.064], [-0.145, 0.103, 0.079], [0.914, 0.123, -0.840], [-0.272, 0.188, 1.859], [-0.123, 0.084, 0.110], [0.193, 0.282, -0.019], [0.002, -0.004, -0.019], [0.055, 0.007, 0.082], [0.003, -0.076, -0.067], [-0.038, 0.025, 0.036], [0.048, -0.037, 0.006], [0.096, -0.146, -0.069], [-0.060, 0.047, -0.144], [-0.093, 0.328, 0.153], [0.558, -0.719, 0.471], [-0.166, 0.048, -0.204], [-0.744, -0.060, -0.799], [-0.105, 0.015, 0.009], [0.056, -0.041, 0.034], [-0.048, 0.074, -0.043], [-0.035, 0.023, -0.012], [0.024, 0.083, 0.087], [0.230, 0.169, -0.112], [0.120, -0.106, -0.169], [-0.244, 0.055, 0.080], [0.319, -0.459, -0.230], [-0.225, 0.173, 0.202], [0.171, 0.864, 0.100], [-0.428, -0.799, -0.128], [0.497, 0.616, -0.098], [0.025, -0.007, -0.016], [-0.046, 0.003, 0.014], [-0.018, -0.018, 0.023], [0.022, -0.013, -0.017], [-0.007, 0.018, 0.001], [-0.072, -0.062, -0.777], [-2.118, -0.582, 0.536]], "lumo_energy_ha": [0.1734, 0.1734], "orbital_gap_ev": [4.70, 4.70], "largest_force_ha_per_bohr": 0.0455, "total_charge": -2}